(1)
Formula: C4H13NO
Source: the Open Molecules 2025 dataset
Level of theory: ωB97M-V with the def2-TZVPD basis set

Calculated values
ΔE to the lowest compared entry with this formula, charge and spin	0.965	eV
LUMO	0.95	eV
SMILES	CCNCC.O
HOMO energy	-8.57	eV

ORCA input file:
```
! RIJCOSX wB97M-V def2-TZVPD def2/J DEFGRID3
* xyz 0 1
C -2.521 0.394 -0.187
C -1.013 0.088 -0.053
N -0.275 0.843 -1.059
C 0.131 2.209 -0.675
C 1.281 2.238 0.312
H -3.246 -0.359 0.030
H -2.666 0.745 -1.217
H -2.710 1.306 0.392
H -0.803 0.387 0.979
H -0.784 -0.947 -0.325
H 0.517 0.314 -1.411
H 0.441 2.662 -1.613
H -0.816 2.689 -0.417
H 1.741 3.233 0.379
H 0.970 1.974 1.319
H 1.985 1.522 -0.050
O 2.393 -6.444 1.517
H 2.049 -6.213 0.648
H 3.327 -6.640 1.432
*
```


(2)
Formula: C26H63N6O6
Source: the Open Molecules 2025 dataset
Level of theory: ωB97M-V with the def2-TZVPD basis set

Calculated values
<S²>	0.775
LUMO (alpha / beta)	3.97 / 3.92	eV
HOMO energy (alpha / beta)	2.24 / 0.31	eV

ORCA input file:
```
! RIJCOSX wB97M-V def2-TZVPD def2/J DEFGRID3
* xyz -2 2
N -0.155 -1.164 -3.825
H -0.693 -0.329 -4.003
H -0.088 -1.648 -4.710
H -0.514 -1.756 -3.090
H 0.783 -0.923 -3.538
N 1.341 -3.098 -0.430
H 0.550 -2.853 -1.008
H 0.815 -3.426 0.368
H 1.734 -2.199 -0.192
H 2.004 -3.773 -0.783
N -0.567 -0.810 0.723
H -0.711 -1.704 1.171
H -0.853 -1.060 -0.213
H 0.433 -0.674 0.749
H -1.159 -0.121 1.165
C 3.102 0.915 -2.735
C 3.539 2.089 -2.216
C 3.362 2.413 -0.731
O 3.720 3.532 -0.190
C 2.806 1.489 0.107
C 2.436 0.154 -0.366
C 2.582 -0.155 -1.883
O 2.152 -1.236 -2.317
O 2.116 -0.742 0.407
O 4.154 2.872 -3.055
H 3.185 0.701 -3.790
H 2.635 1.811 1.123
O -0.642 -3.678 1.370
C -1.900 -3.641 0.660
C -1.912 -3.477 -0.932
O -1.132 -2.440 -1.529
H -2.522 -2.881 1.132
H -2.468 -4.529 0.938
H -2.885 -3.359 -1.408
H -1.588 -4.413 -1.387
C 0.758 2.342 -4.619
C -0.353 2.126 -3.562
N -1.417 1.156 -3.864
C -2.093 1.485 -5.144
C -2.676 2.894 -5.142
C -2.377 1.167 -2.726
C -3.566 0.127 -3.003
H 0.335 3.075 -5.306
H 1.137 1.459 -5.134
H 1.701 2.755 -4.259
H 0.176 1.926 -2.630
H -0.875 3.037 -3.268
H -1.564 1.244 -6.066
H -2.983 0.876 -5.304
H -3.285 3.003 -6.039
H -3.346 2.908 -4.283
H -1.933 3.683 -5.028
H -2.797 2.135 -2.454
H -1.887 0.567 -1.960
H -3.204 -0.804 -3.439
H -4.202 0.510 -3.801
H -4.124 0.013 -2.073
C -2.274 2.177 4.021
C -1.469 1.567 2.851
N -2.217 1.279 1.579
C -2.586 2.472 0.849
C -1.384 3.343 0.401
C -3.330 0.358 1.889
C -4.074 -0.076 0.686
H -2.932 1.444 4.489
H -2.954 3.022 3.906
H -1.572 2.441 4.812
H -0.726 2.316 2.579
H -0.979 0.725 3.340
H -3.109 2.227 -0.076
H -3.294 3.041 1.452
H -0.603 2.762 -0.090
H -1.930 4.073 -0.197
H -0.814 3.924 1.126
H -4.042 0.863 2.542
H -3.103 -0.575 2.403
H -3.419 -0.649 0.030
H -4.504 0.734 0.097
H -4.795 -0.768 1.122
C 5.493 -0.993 4.242
C 4.294 -1.431 3.340
N 3.193 -2.070 4.161
C 2.084 -2.600 3.233
C 2.635 -3.728 2.382
C 2.645 -1.060 5.124
C 2.070 0.221 4.620
H 5.826 -1.899 4.747
H 5.293 -0.189 4.950
H 6.251 -0.521 3.617
H 3.971 -0.564 2.765
H 4.774 -2.088 2.614
H 1.248 -2.891 3.869
H 1.715 -1.866 2.516
H 1.883 -4.378 1.933
H 3.251 -3.209 1.648
H 3.259 -4.426 2.940
H 3.448 -0.908 5.845
H 1.791 -1.460 5.669
H 2.883 0.821 4.210
H 1.721 0.870 5.423
H 1.291 0.101 3.867
*
```


(3)
Formula: C5H12NO3P
Source: the Open Molecules 2025 dataset
Level of theory: ωB97M-V with the def2-TZVPD basis set

Calculated values
ΔE to the lowest compared entry with this formula, charge and spin	4.038	eV
LUMO	0.80	eV
SMILES	NC(P)=C(O)O.C/C=C/O
HOMO energy	-7.43	eV

ORCA input file:
```
! RIJCOSX wB97M-V def2-TZVPD def2/J DEFGRID3
* xyz 0 1
N -1.577 -0.989 0.652
C -1.281 0.310 1.088
P -2.149 1.729 0.272
C -0.382 0.660 2.032
O 0.333 -0.260 2.788
O -0.285 2.038 2.380
H -1.010 -1.774 1.048
H -2.038 -1.004 -0.201
H -2.913 1.878 1.358
H -3.247 0.973 -0.347
H 0.445 0.231 3.664
H 0.412 2.286 1.902
C 1.641 -1.543 -1.524
C 1.286 -0.132 -1.214
C 1.543 0.573 -0.167
O 1.209 1.947 -0.035
H 0.886 -2.170 -1.979
H 2.361 -1.466 -2.431
H 2.208 -1.968 -0.719
H 0.527 0.354 -1.935
H 2.225 0.399 0.689
H 0.630 2.015 -0.777
*
```


(4)
Formula: C5H38N2O14
Source: the Open Molecules 2025 dataset
Level of theory: ωB97M-V with the def2-TZVPD basis set

Calculated values
ΔE to the lowest compared entry with this formula, charge and spin	5.148	eV
LUMO	-0.12	eV
HOMO energy	-9.79	eV

ORCA input file:
```
! RIJCOSX wB97M-V def2-TZVPD def2/J DEFGRID3
* xyz 0 1
C -0.358 -0.179 -0.148
N -1.688 -0.467 0.447
C -2.144 -1.855 0.176
C -2.795 -2.241 -1.174
C -2.009 -1.743 -2.362
O -1.888 -0.541 -2.470
C 0.132 1.160 0.423
N -0.860 2.060 1.118
H -0.369 -0.103 -1.225
H 0.372 -0.934 0.090
H -2.347 0.171 -0.007
H -2.909 -2.012 0.950
H -1.362 -2.532 0.469
H -3.040 -3.312 -1.239
H -3.812 -1.825 -1.288
H -1.653 -2.418 -3.167
H 0.448 1.900 -0.312
H 0.915 1.096 1.176
H -1.626 2.354 0.538
H -1.309 1.455 1.786
H 3.947 -0.182 -0.256
H 4.154 -0.148 1.268
O 4.387 -0.644 0.460
H 0.548 0.026 -4.816
H -0.511 -0.009 -3.835
O 0.404 -0.318 -3.912
H 3.526 -2.133 1.086
H 3.534 -3.519 0.583
O 2.981 -2.923 1.098
H -3.583 1.689 -1.801
H -4.273 0.659 -1.116
O -3.976 1.555 -0.922
H 0.087 3.812 -1.773
H -0.095 4.715 -0.590
O 0.592 4.197 -1.029
H 1.239 -2.823 2.711
H 1.544 -4.086 2.088
O 0.845 -3.687 2.630
H -1.390 -1.021 3.920
H -1.526 -0.803 2.440
O -0.904 -0.658 3.181
H 2.945 1.705 1.777
H 2.852 1.565 3.324
O 2.989 1.043 2.492
H 0.215 -3.381 -1.146
H -0.915 -4.144 -0.570
O -0.398 -4.105 -1.357
H 1.396 3.575 0.510
H 1.661 3.316 2.051
O 2.098 3.532 1.232
H 2.958 -0.450 -3.429
H 1.935 0.230 -2.598
O 2.725 -0.292 -2.506
H 0.254 1.861 4.422
H 0.266 1.877 2.892
O 0.625 2.298 3.678
H -1.016 2.080 -1.718
H -2.246 3.004 -1.873
O -1.574 2.552 -2.378
*
```


(5)
Formula: C23H26N2O4
Source: the Open Molecules 2025 dataset
Level of theory: ωB97M-V with the def2-TZVPD basis set

Calculated values
ΔE to the lowest compared entry with this formula, charge and spin	2.420	eV
LUMO	0.70	eV
SMILES	Cc1cccc(NC(=O)CN2CCC(C(=O)c3ccc4c(c3)OCCO4)CC2)c1
HOMO energy	-8.38	eV

ORCA input file:
```
! RIJCOSX wB97M-V def2-TZVPD def2/J DEFGRID3
* xyz 0 1
C 4.526 0.733 0.207
C 3.368 1.645 0.473
C 3.273 2.355 1.663
C 2.179 3.168 1.906
C 1.170 3.278 0.970
C 1.254 2.571 -0.228
N 0.186 2.687 -1.128
C 0.004 2.058 -2.322
O 0.848 1.401 -2.892
C -1.426 2.182 -2.861
N -2.370 1.327 -2.156
C -1.844 -0.012 -1.951
C -2.935 -0.944 -1.439
C -3.555 -0.404 -0.151
C -2.646 -0.310 1.076
O -2.962 0.387 2.015
C -1.348 -1.033 1.083
C -0.215 -0.307 1.454
C 1.031 -0.891 1.435
C 1.171 -2.227 1.077
C 0.029 -2.988 0.797
C -1.220 -2.383 0.786
O 0.099 -4.331 0.531
C 1.342 -4.904 0.871
C 2.482 -4.014 0.380
O 2.430 -2.759 1.024
C -4.076 1.009 -0.449
C -2.913 1.875 -0.930
C 2.356 1.761 -0.470
H 4.236 -0.301 0.400
H 4.838 0.802 -0.832
H 5.370 0.975 0.849
H 4.056 2.273 2.403
H 2.110 3.718 2.833
H 0.312 3.908 1.166
H -0.571 3.271 -0.799
H -1.405 1.860 -3.907
H -1.778 3.215 -2.818
H -1.466 -0.374 -2.910
H -1.005 -0.018 -1.235
H -2.517 -1.940 -1.305
H -3.725 -1.005 -2.191
H -4.396 -1.042 0.148
H -0.319 0.730 1.734
H 1.913 -0.327 1.688
H -2.080 -3.003 0.588
H 1.371 -5.886 0.396
H 1.416 -5.017 1.961
H 3.455 -4.445 0.619
H 2.394 -3.879 -0.707
H -4.504 1.446 0.453
H -4.841 0.966 -1.224
H -3.273 2.888 -1.135
H -2.166 1.921 -0.117
H 2.419 1.215 -1.396
*
```


(6)
Formula: C4H7BO2
Source: the Open Molecules 2025 dataset
Level of theory: ωB97M-V with the def2-TZVPD basis set

Calculated values
ΔE to the lowest compared entry with this formula, charge and spin	0.000	eV
LUMO	0.69	eV
SMILES	CC1=CB(O)OC1
HOMO energy	-9.62	eV

ORCA input file:
```
! RIJCOSX wB97M-V def2-TZVPD def2/J DEFGRID3
* xyz 0 1
C -0.979 1.813 0.347
C -0.371 0.508 -0.070
C 0.859 0.432 -0.568
B 1.278 -1.108 -0.564
O 2.395 -1.831 -0.837
O 0.198 -1.739 0.016
C -0.874 -0.863 0.342
H -1.996 1.670 0.353
H -0.691 2.622 -0.252
H -0.693 2.002 1.371
H 1.340 1.375 -1.027
H 2.396 -2.777 -0.510
H -0.900 -1.102 1.465
H -1.962 -1.003 -0.066
*
```


(7)
Formula: C24H37FeO2Si
Source: the Open Molecules 2025 dataset
Level of theory: ωB97M-V with the def2-TZVPD basis set

Calculated values
ΔE to the lowest compared entry with this formula, charge and spin	1.064	eV
<S²>	8.795
LUMO (alpha / beta)	0.75 / -0.05	eV
HOMO energy (alpha / beta)	-4.51 / -8.10	eV

ORCA input file:
```
! RIJCOSX wB97M-V def2-TZVPD def2/J DEFGRID3
* xyz 0 6
O -2.441 -2.829 -0.393
C -2.487 -3.994 0.500
C -3.737 -4.625 -0.050
H -2.695 -3.696 1.522
H -1.589 -4.621 0.435
C -3.655 -3.395 -0.986
H -4.561 -4.599 0.662
H -3.562 -5.593 -0.516
C -4.850 -2.464 -0.828
H -4.845 -1.972 0.157
H -5.770 -3.061 -0.934
H -4.834 -1.695 -1.612
C -3.425 -3.814 -2.426
H -2.479 -4.366 -2.540
H -3.413 -2.937 -3.086
H -4.255 -4.469 -2.731
Fe 0.350 1.226 -0.749
C 2.087 1.254 -1.758
C 2.309 0.811 -0.394
C 1.496 -0.333 -0.151
H 3.016 1.193 0.328
C 0.727 -0.617 -1.351
C 1.120 0.362 -2.355
H 0.781 0.398 -3.387
H 2.607 2.078 -2.241
H 1.545 -0.895 0.765
H 0.154 -1.517 -1.512
C -0.435 3.104 -0.419
C -0.729 2.431 -1.780
C -1.480 1.233 -1.540
H -0.463 2.891 -2.744
C -1.551 0.984 -0.110
C -0.924 2.051 0.562
H -0.860 2.191 1.629
H -0.879 4.101 -0.399
H -1.978 0.609 -2.280
H -2.063 0.161 0.375
O -1.675 -2.205 2.455
C -0.709 -1.881 1.430
C 0.304 -3.019 1.225
H -0.181 -0.990 1.799
H -1.241 -1.622 0.517
C 0.173 -3.751 2.580
H 1.335 -2.666 1.096
H 0.071 -3.670 0.356
C -1.151 -3.318 3.244
H 0.967 -3.381 3.234
H 0.241 -4.842 2.467
H -1.001 -2.949 4.284
H -1.872 -4.168 3.238
C 3.153 6.416 0.821
Si 3.699 4.709 0.265
C 4.624 4.702 -1.372
C 4.899 4.028 1.558
C 2.112 3.762 0.102
C 1.018 3.197 -0.154
H 3.904 7.182 0.584
H 2.973 6.427 1.908
H 2.207 6.683 0.329
H 5.113 5.667 -1.531
H 5.397 3.925 -1.379
H 3.966 4.522 -2.227
H 4.344 3.514 2.347
H 5.612 3.312 1.132
H 5.486 4.829 2.028
*
```


(8)
Formula: C48H43ClN4O2S2Zn
Source: the Open Molecules 2025 dataset
Level of theory: ωB97M-V with the def2-TZVPD basis set

Calculated values
ΔE to the lowest compared entry with this formula, charge and spin	20.002	eV
LUMO (alpha / beta)	-0.97 / -0.97	eV
HOMO energy (alpha / beta)	-6.37 / -6.85	eV

ORCA input file:
```
! RIJCOSX wB97M-V def2-TZVPD def2/J DEFGRID3
* xyz 0 1
Zn -0.175 0.343 0.553
C 3.112 2.155 1.855
C 3.517 0.711 1.758
C 4.837 0.370 1.502
C 5.208 -0.958 1.367
C 4.256 -1.951 1.502
C 2.920 -1.656 1.772
C 1.937 -2.791 1.851
C 2.572 -0.310 1.907
N 1.220 0.130 2.087
C 0.548 -0.019 3.158
C 1.005 -0.733 4.384
C -0.776 0.734 3.210
C -1.409 0.950 4.545
N -1.201 1.237 2.123
C -2.159 2.313 2.120
C -3.517 2.083 1.877
C -4.075 0.701 1.723
C -4.362 3.184 1.830
C -3.885 4.470 2.024
C -2.544 4.669 2.284
C -1.657 3.598 2.336
C -0.196 3.883 2.579
H 3.913 2.800 1.494
H 2.885 2.449 2.883
H 2.218 2.358 1.260
H 5.571 1.157 1.379
H 6.236 -1.215 1.145
H 4.539 -2.991 1.388
H 2.379 -3.629 2.392
H 1.685 -3.132 0.844
H 0.989 -2.521 2.302
H 2.006 -1.134 4.255
H 0.313 -1.554 4.586
H 0.989 -0.068 5.249
H -1.593 -0.016 5.016
H -2.347 1.487 4.442
H -0.744 1.517 5.201
H -3.627 0.159 0.893
H -5.146 0.741 1.534
H -3.902 0.078 2.601
H -5.414 3.020 1.633
H -4.561 5.313 1.970
H -2.161 5.672 2.435
H 0.192 4.549 1.806
H 0.418 2.986 2.578
H -0.053 4.387 3.537
S 5.784 2.242 -2.101
C 7.460 2.101 -2.421
C 7.784 0.851 -2.845
C 6.658 -0.013 -2.904
C 5.493 0.594 -2.530
C 4.153 0.007 -2.440
C 3.188 0.536 -1.552
N 2.014 0.012 -1.343
C 1.657 -1.098 -2.066
C 2.519 -1.660 -3.026
C 2.016 -2.712 -3.867
C 0.727 -3.123 -3.760
C -0.191 -2.556 -2.809
C -1.523 -2.970 -2.789
C -2.592 -2.680 -1.738
C -3.269 -1.314 -1.713
N -0.495 -0.788 -1.197
C 0.320 -1.584 -1.925
C -3.763 -3.627 -2.116
C -3.757 -4.991 -2.190
C -5.001 -5.532 -2.602
C -5.931 -4.564 -2.836
S -5.302 -2.999 -2.551
C 3.788 -1.089 -3.181
H 8.112 2.948 -2.288
H 8.790 0.551 -3.101
H 6.711 -1.054 -3.189
H 3.431 1.418 -0.965
H 2.679 -3.157 -4.598
H 0.356 -3.909 -4.408
H -1.799 -3.706 -3.535
H -2.073 -0.454 -0.008
H -2.887 -5.590 -1.952
H -5.195 -6.589 -2.713
H -6.954 -4.691 -3.152
H 4.470 -1.492 -3.922
C -4.207 3.865 -2.578
C -4.020 2.561 -2.301
C -2.111 1.351 -1.156
C -2.740 2.439 -1.589
C -2.214 3.803 -1.439
C -3.076 4.640 -2.040
H -5.044 4.293 -3.110
H -4.663 1.727 -2.538
H -1.775 0.067 -2.727
H -1.276 4.025 -0.956
H -2.971 5.711 -2.134
Cl -1.941 -0.231 -1.371
C -2.057 -3.225 -0.280
C -1.862 -2.294 0.959
O -2.813 -2.153 1.723
O -0.706 -1.731 1.122
H -1.098 -3.711 -0.471
H -2.762 -3.982 0.050
*
```


(9)
Formula: C19H31NO12Zn
Source: the Open Molecules 2025 dataset
Level of theory: ωB97M-V with the def2-TZVPD basis set

Calculated values
LUMO	0.59	eV
HOMO energy	-7.80	eV

ORCA input file:
```
! RIJCOSX wB97M-V def2-TZVPD def2/J DEFGRID3
* xyz 0 1
Zn -0.228 0.331 -0.063
N -3.039 -0.038 -0.184
O -3.901 -0.876 0.083
O -3.190 1.161 -0.178
O -1.897 -0.520 -0.428
C 2.665 -1.176 -0.899
C 2.598 -0.101 0.253
C 3.140 1.176 -0.462
O 1.355 0.017 0.905
H 2.571 -2.218 -0.573
H 3.569 -1.076 -1.511
H 1.820 -0.981 -1.542
H 3.309 -0.384 1.030
H 2.432 1.437 -1.273
H 4.074 0.949 -0.959
H 3.277 2.008 0.187
O -0.053 -2.276 0.063
C -0.256 -3.225 -0.558
O -0.626 -3.167 -1.888
C -0.712 -4.476 -2.424
C -0.769 -5.444 -1.250
C 0.055 -4.707 -0.226
H 0.187 -4.664 -3.014
H -1.613 -4.459 -3.020
H -0.317 -6.388 -1.551
H -1.799 -5.626 -0.956
H 1.122 -4.680 -0.568
H -0.073 -4.883 0.804
O -1.179 0.009 2.257
C -0.986 0.158 3.410
O -0.883 1.384 3.912
C -0.887 1.336 5.350
C -0.343 -0.013 5.726
C -0.774 -0.838 4.517
H -1.894 1.506 5.697
H -0.276 2.156 5.683
H -0.799 -0.364 6.661
H 0.763 -0.041 5.858
H -1.675 -1.464 4.658
H -0.039 -1.545 4.151
O 0.250 0.738 -2.277
C 0.473 0.481 -3.398
O 0.416 1.430 -4.337
C 1.003 0.857 -5.609
C 1.623 -0.468 -5.209
C 0.703 -0.876 -4.014
H 1.742 1.552 -5.966
H 0.155 0.755 -6.317
H 2.623 -0.283 -4.798
H 1.661 -1.195 -6.042
H 1.225 -1.645 -3.456
H -0.262 -1.137 -4.480
O -0.221 2.530 0.030
C -0.670 3.410 0.711
O 0.043 4.522 0.976
C -0.706 5.367 1.932
C -2.122 4.829 1.867
C -1.995 3.396 1.422
H -0.626 6.368 1.535
H -0.161 5.351 2.879
H -2.675 5.413 1.102
H -2.648 4.946 2.792
H -2.729 2.967 0.719
H -1.829 2.695 2.257
*
```


no.,F_max (Eh/bohr)
1,0.0402
2,0.1367
3,0.1207
4,0.0446
5,0.0113
6,0.0547
7,0.1004
8,0.0798
9,0.0757